The following is a quantum chemistry calculation of a cluster of 12 separate species, C60H140N4O28 in total in a non-equilibrium geometry, from the Open Molecules 2025 dataset.

Geometry as XYZ:
```
232
Properties=species:S:1:pos:R:3:forces:R:3:mulliken_charge:R:1
C -7.415130 21.692760 -3.684460 0.326 -1.326 1.301 -0.796
O -7.323380 22.767850 -4.558180 -0.362 0.399 -0.084 -0.293
C -6.983220 22.393180 -5.878820 -1.344 0.934 -0.571 -0.587
C -7.394970 23.473390 -7.001030 1.436 -2.296 0.739 -0.533
O -6.643660 24.631570 -6.933240 0.426 1.273 -1.476 -0.239
C -6.716020 25.414380 -8.191580 0.116 0.362 2.393 -0.622
C -5.541380 26.400450 -8.187220 -1.530 -0.260 -0.246 -0.274
O -5.763250 27.153260 -9.338170 2.984 0.682 -2.026 -0.342
C -4.436510 27.698850 -9.746960 -2.108 0.175 -1.072 -0.770
H -8.011260 21.835490 -2.783150 -0.398 1.023 -0.286 0.292
H -6.474820 21.373520 -3.235010 0.724 0.248 -0.329 0.323
H -7.817430 20.755710 -4.069410 -0.256 0.084 -0.858 0.312
H -7.538710 21.483190 -6.105630 -0.333 -0.108 -0.346 0.398
H -5.942400 22.076270 -5.944870 0.376 0.577 -0.161 0.325
H -8.459080 23.660900 -7.144610 -0.248 -0.096 0.585 0.334
H -7.044130 22.925330 -7.875470 -0.272 -0.259 -0.551 0.338
H -7.654260 25.968470 -8.163310 -0.082 0.235 0.049 0.307
H -6.752290 24.886170 -9.144350 0.443 -0.781 0.277 0.339
H -4.587480 25.885090 -8.299410 0.025 -0.120 0.736 0.311
H -5.616260 27.182800 -7.431950 0.457 -0.868 1.134 0.259
H -3.601650 27.025170 -9.940000 -0.349 -0.915 0.690 0.337
H -4.102460 28.464940 -9.047240 -0.166 0.180 -0.137 0.303
H -4.658080 28.037480 -10.759060 0.138 0.859 0.244 0.276
C -17.697060 14.236470 20.747050 -1.145 -0.269 -0.191 -0.750
O -17.002890 13.631830 19.695220 2.539 -0.696 -0.557 -0.343
C -15.521870 13.638790 19.841340 -0.973 0.585 -0.200 -0.491
C -14.813370 13.518250 18.474620 -0.149 0.066 -0.236 -0.341
O -13.380120 13.667130 18.578880 -0.605 0.311 -0.007 -0.346
C -12.674060 13.202940 17.395380 -1.554 2.245 0.814 -0.606
C -12.790430 14.190330 16.210000 -1.863 -0.205 0.771 -0.499
O -12.665360 15.590740 16.582270 -0.961 -3.385 0.003 -0.309
C -11.360810 15.905200 16.859000 1.163 3.346 -0.656 -0.780
H -17.430170 13.918760 21.754980 0.209 -0.376 -0.017 0.311
H -18.711080 13.920060 20.502620 -0.257 0.060 0.613 0.260
H -17.740580 15.325470 20.764260 0.583 0.306 -0.378 0.316
H -15.138860 12.846670 20.484740 -0.416 -0.081 0.296 0.254
H -15.375590 14.613480 20.306830 0.898 0.000 -0.086 0.336
H -15.338890 14.199510 17.805430 0.549 0.750 -0.135 0.299
H -15.002260 12.569460 17.972410 -0.211 -0.612 0.451 0.279
H -13.234780 12.294310 17.176090 1.141 -0.626 -0.642 0.418
H -11.606460 13.226930 17.613910 -0.210 -1.016 0.561 0.334
H -13.785470 14.107330 15.772840 -0.099 0.176 0.043 0.404
H -12.136640 13.708060 15.483310 0.722 1.022 -0.503 0.356
H -11.031350 16.317920 15.905470 1.450 -0.820 -0.341 0.339
H -10.655800 15.297890 17.426660 -0.434 -0.768 -0.380 0.293
H -11.351920 16.865260 17.375060 -0.374 -0.015 0.772 0.266
C -2.188730 20.055080 15.273980 0.109 -0.110 -0.770 -0.764
O -2.918040 20.063190 14.032230 0.586 0.162 0.322 -0.299
C -3.090400 21.387610 13.491480 0.648 -0.509 0.395 -0.534
C -4.003450 21.284400 12.267860 0.046 -0.010 0.082 -0.209
O -4.355970 22.566740 11.810840 0.466 0.695 0.575 -0.381
C -5.546380 22.653190 11.095240 0.209 -0.151 -1.179 -0.575
C -5.486320 22.035530 9.649350 -0.799 -0.002 1.912 -0.470
O -5.204350 20.625480 9.732550 1.037 0.822 -0.914 -0.299
C -4.241620 20.139980 8.792610 -0.412 -0.494 -0.700 -0.851
H -1.881630 19.051810 15.569340 -0.804 -0.372 -0.281 0.263
H -2.780580 20.506470 16.070270 0.087 0.157 0.063 0.298
H -1.200080 20.505190 15.184100 -0.096 0.798 -0.160 0.306
H -2.140790 21.841740 13.208450 0.461 -0.331 -0.372 0.302
H -3.366150 22.045600 14.315560 -1.090 0.172 -0.150 0.383
H -4.894640 20.704620 12.508140 -0.080 -0.127 0.113 0.323
H -3.515170 20.823840 11.409040 0.333 -0.640 0.528 0.118
H -5.688560 23.724490 10.953100 -0.323 0.057 -0.020 0.340
H -6.369250 22.258670 11.691340 -0.219 -0.249 -0.100 0.384
H -4.817880 22.682380 9.081130 0.490 -0.653 -0.277 0.339
H -6.495260 22.165800 9.257990 -0.096 -0.011 -0.348 0.356
H -3.902030 19.144780 9.079600 0.063 0.213 0.570 0.280
H -3.385560 20.768910 8.548300 0.128 0.423 0.852 0.351
H -4.645540 19.957950 7.796710 -0.741 0.157 -0.140 0.339
C -0.281150 26.039760 0.565370 -0.381 -1.003 -1.075 -0.667
O -1.214850 25.128120 -0.136930 1.094 1.912 0.399 -0.355
C -2.007380 25.853810 -1.069290 -1.324 -0.626 0.404 -0.645
C -3.416830 25.990680 -0.490930 0.844 1.226 0.335 -0.425
O -3.511240 26.971640 0.580440 -0.241 -1.685 -0.776 -0.267
C -4.818920 26.861950 1.179970 2.021 2.482 0.752 -0.473
C -4.702610 27.850580 2.401230 -0.280 -0.055 -1.723 -0.418
O -5.810880 27.619700 3.180160 -0.979 -0.116 1.717 -0.339
C -6.112650 28.663630 4.088120 -0.197 0.758 0.028 -0.754
H 0.158400 25.478690 1.390050 -0.076 0.043 -0.145 0.241
H -0.708150 26.977560 0.920780 -0.577 -0.266 0.078 0.273
H 0.474810 26.314060 -0.170420 0.339 -0.040 0.138 0.309
H -2.175430 25.273570 -1.976580 0.263 -0.618 0.022 0.406
H -1.614270 26.779880 -1.488770 0.424 0.330 0.717 0.358
H -3.673170 25.010960 -0.087790 -0.268 -0.074 -0.143 0.314
H -4.058300 26.295990 -1.317610 -0.480 -0.106 0.006 0.326
H -5.067860 25.852910 1.508560 -0.025 -0.010 -0.093 0.325
H -5.494640 27.298810 0.444660 -0.638 -0.441 0.207 0.238
H -4.768370 28.890490 2.081250 0.195 0.146 -0.719 0.339
H -3.740390 27.807860 2.911520 0.123 -0.698 0.226 0.311
H -6.229810 28.326340 5.117980 -0.071 -0.347 -0.158 0.276
H -6.996250 29.223490 3.781690 -0.552 -0.476 -0.080 0.291
H -5.399280 29.487280 4.116260 0.780 -0.340 -0.119 0.336
C 0.362070 10.708990 25.310310 -0.257 0.211 -0.714 -0.783
O -0.824890 11.372730 24.798920 1.279 0.863 0.537 -0.318
C -0.585890 12.668300 24.141210 -1.375 -0.570 0.405 -0.466
C -1.942700 13.467530 23.985420 -0.172 -1.058 -0.458 -0.676
O -2.713700 13.961520 25.084600 0.452 -0.676 0.520 -0.248
C -3.546680 13.004600 25.782270 0.737 0.200 0.520 -0.295
C -4.327770 13.665240 26.923580 0.855 -0.009 -1.468 -0.638
O -5.034710 14.776360 26.407030 0.246 1.751 0.495 -0.331
C -4.483200 16.163040 26.518640 -0.439 -1.704 0.674 -0.610
H 1.237070 10.790100 24.665410 0.050 0.724 -0.313 0.316
H 0.244990 9.625380 25.297060 -0.791 0.057 0.330 0.276
H 0.642680 11.049310 26.307080 -0.182 0.089 0.046 0.292
H -0.175600 12.373220 23.175440 -0.396 0.445 -0.538 0.388
H 0.147870 13.378180 24.522990 0.248 -0.515 1.101 0.364
H -2.618240 12.847480 23.396110 -0.020 -0.225 -0.210 0.379
H -1.706760 14.334280 23.368030 0.070 0.126 0.110 0.344
H -2.930780 12.245560 26.264590 0.214 -0.280 -0.254 0.256
H -4.280570 12.498630 25.154980 0.188 0.202 -0.648 0.296
H -3.664870 13.795230 27.779010 0.018 0.903 0.094 0.353
H -5.012790 12.874610 27.229760 -0.531 0.283 0.098 0.346
H -4.199110 16.356620 27.553010 -0.113 -0.076 0.200 0.293
H -5.308930 16.827480 26.264080 0.079 -0.210 -0.122 0.237
H -3.596410 16.385530 25.925170 -0.160 -0.522 -0.410 0.226
C -7.667310 8.797590 6.475590 1.406 1.056 -0.235 -0.515
O -6.502760 9.626260 6.161200 -1.143 -0.058 0.216 -0.420
C -6.278030 10.617510 7.142400 -0.390 0.302 0.013 -0.526
C -5.751850 10.112280 8.489270 -0.071 -0.917 -0.290 -0.540
O -6.659110 9.195750 9.238090 0.894 0.904 -0.788 -0.330
C -7.821030 9.809920 9.885520 2.135 -0.134 -0.932 -0.492
C -8.829840 8.726110 10.381480 0.067 1.050 0.621 -0.635
O -8.742470 8.014200 11.637390 1.981 0.693 -1.584 -0.375
C -7.579040 7.136460 11.629540 -1.182 -0.061 0.924 -0.633
H -8.100240 8.442830 5.540280 0.448 -0.455 0.089 0.300
H -8.431440 9.442310 6.909800 -0.056 -0.176 0.450 0.208
H -7.220640 8.082710 7.166630 -1.137 -0.529 -0.103 0.212
H -7.146600 11.242070 7.351240 -0.688 -0.116 -0.305 0.308
H -5.613600 11.295870 6.607180 0.614 0.077 0.667 0.405
H -5.327580 10.921280 9.083920 -0.719 0.382 0.433 0.405
H -4.833510 9.600250 8.201900 -0.235 -1.004 0.439 0.304
H -8.272860 10.476890 9.151280 -0.931 -0.565 -0.417 0.375
H -7.377090 10.602270 10.488180 -0.378 -0.469 1.460 0.492
H -8.912550 7.968370 9.602320 -0.127 0.215 -0.345 0.323
H -9.715970 9.355440 10.464020 -0.491 -0.565 -0.004 0.345
H -7.716980 6.600890 12.568810 0.410 -0.125 -0.039 0.258
H -6.603550 7.622390 11.609600 -0.218 0.421 -0.007 0.240
H -7.611380 6.407670 10.819650 -0.198 0.079 -0.263 0.290
C -17.737610 9.101550 10.906950 0.127 1.644 0.459 -0.735
O -17.185600 9.582600 9.668080 -0.583 -1.370 -0.119 -0.328
C -16.585070 10.867080 9.772470 0.520 -1.280 0.528 -0.331
C -15.843520 11.159910 8.470870 -1.683 1.055 0.091 -0.600
O -15.116890 12.381410 8.666860 -0.241 -0.971 -0.240 -0.241
C -14.461550 12.822010 7.518590 1.107 1.446 -0.825 -0.552
C -14.053440 14.308030 7.667400 0.057 -1.647 1.907 -0.573
O -13.152330 14.452500 8.787360 -0.720 0.000 -0.417 -0.268
C -12.853190 15.810660 9.056760 1.214 -0.481 -1.125 -0.811
H -18.494640 9.811270 11.240580 0.036 0.467 0.240 0.293
H -16.948670 9.070350 11.658420 0.091 -0.036 0.144 0.296
H -18.303950 8.174080 10.991520 0.574 -0.421 -1.383 0.294
H -15.885420 10.833940 10.607630 0.095 0.361 0.240 0.350
H -17.374410 11.599690 9.940710 0.183 0.346 0.102 0.287
H -16.701700 11.343170 7.824310 0.123 0.300 -0.801 0.251
H -15.332330 10.325770 7.990240 0.674 -0.008 0.617 0.335
H -15.077100 12.935060 6.626160 -0.741 -0.690 -0.120 0.356
H -13.620210 12.194420 7.224700 0.201 -0.254 0.278 0.375
H -15.043620 14.705580 7.890080 0.128 1.024 0.070 0.293
H -13.620270 14.704730 6.749200 -0.032 0.049 -0.073 0.417
H -11.918040 15.891260 9.610920 -0.443 -0.422 0.958 0.285
H -13.678910 16.379470 9.484240 0.061 0.030 -0.078 0.284
H -12.446930 16.196320 8.121710 -0.740 0.857 -0.451 0.324
C -2.170890 31.997450 25.310550 -0.036 1.219 -1.167 -0.785
O -3.145950 31.394120 24.495080 -1.303 -1.677 0.738 -0.287
C -4.501150 31.590390 25.001990 1.839 0.642 -0.735 -0.535
C -5.610740 31.094550 24.126720 -0.267 -0.482 -0.980 -0.439
O -5.445050 31.474360 22.767850 -0.244 0.374 0.255 -0.275
C -6.368830 30.841980 21.882660 -0.368 -0.327 1.661 -0.577
C -5.637860 30.495590 20.669720 0.938 0.246 -1.272 -0.348
O -6.270930 29.457640 19.921740 0.053 1.279 0.802 -0.332
C -5.272120 28.750790 19.278100 -0.299 -1.716 -1.121 -0.748
H -2.094920 31.744170 26.367990 -0.321 -0.555 -0.009 0.288
H -2.371910 33.065550 25.227790 0.147 0.488 0.494 0.353
H -1.217570 31.870900 24.797460 0.037 -0.354 0.234 0.255
H -4.551290 32.678650 25.037480 -0.576 0.253 0.297 0.316
H -4.650570 31.187100 26.003560 0.206 -0.118 0.159 0.351
H -6.494130 31.506800 24.614370 -0.477 0.433 -0.227 0.276
H -5.842510 30.031510 24.060830 0.708 -0.439 0.771 0.397
H -7.255580 31.467590 21.780730 -0.101 -0.093 -0.249 0.257
H -6.636760 29.839690 22.216910 -0.544 0.041 0.833 0.360
H -4.678160 30.087860 20.987240 0.178 0.311 0.225 0.289
H -5.443150 31.415210 20.117920 0.086 -0.138 -0.744 0.273
H -5.741510 27.842930 18.899210 -0.081 -0.015 -0.265 0.267
H -4.489650 28.375650 19.937740 0.226 0.361 0.253 0.358
H -4.846190 29.271430 18.420420 0.203 0.268 0.047 0.284
C -3.224870 13.740150 15.764790 1.086 0.566 -2.030 -1.040
N -2.314960 12.705250 16.243090 -1.572 1.238 -0.784 0.131
C -0.897820 13.022820 16.340720 -0.712 -1.015 0.163 -0.830
C -2.913320 11.573340 16.598120 -3.507 -1.416 1.569 0.146
O -4.176270 11.424600 16.833500 4.584 0.540 -1.206 -0.630
H -2.718540 14.123250 14.878800 0.330 0.348 -0.215 0.390
H -3.368110 14.655070 16.339690 -0.394 -0.560 0.715 0.313
H -4.094920 13.307090 15.271250 -0.339 0.003 1.065 0.333
H -0.505740 13.595350 15.500130 -0.477 0.316 0.077 0.287
H -0.823730 13.536120 17.299440 0.943 0.054 -0.142 0.320
H -0.369670 12.071460 16.277010 0.260 0.051 0.620 0.301
H -2.197740 10.743760 16.707600 -0.202 -0.116 0.168 0.278
C 4.111090 23.895950 23.183230 0.893 0.596 1.545 -0.869
N 4.756270 24.637370 22.140460 -0.992 -2.297 -0.153 0.063
C 6.086540 25.025080 22.409510 0.503 2.069 0.366 -0.958
C 4.240750 24.600900 20.940550 -0.627 0.683 -3.179 0.172
O 4.745250 25.045290 19.913580 0.094 -0.226 0.543 -0.604
H 3.074940 23.577500 23.068870 0.320 0.014 -0.676 0.336
H 4.129970 24.584860 24.027700 -0.231 -0.219 0.546 0.306
H 4.812020 23.097360 23.426240 -0.549 -0.555 0.281 0.298
H 6.652390 25.294090 21.517570 -0.401 -0.066 -0.072 0.322
H 5.819420 25.927030 22.960170 1.511 0.535 0.478 0.363
H 6.706600 24.374580 23.026340 -0.492 -0.409 0.015 0.294
H 3.223370 24.183910 20.883560 -0.031 -0.127 0.305 0.279
C 9.035970 17.314250 23.032420 -0.150 0.049 -0.759 -0.802
N 7.739310 16.713400 22.737450 0.098 0.338 0.606 0.072
C 7.614880 15.292830 22.840540 -0.006 -0.493 -0.639 -0.938
C 6.730340 17.419740 22.231240 -0.993 0.309 0.295 0.199
O 5.598860 16.988160 22.039680 0.803 0.524 -0.290 -0.610
H 9.496000 16.911140 23.934630 -0.297 -0.004 0.064 0.279
H 8.936800 18.396890 23.110860 -0.141 -0.075 0.232 0.283
H 9.726330 17.151610 22.204750 0.200 -0.220 -0.053 0.329
H 6.634000 14.877750 22.608820 -0.380 0.828 0.547 0.293
H 8.143640 14.936990 21.956300 0.998 -0.880 0.622 0.347
H 7.919130 15.011740 23.848770 0.386 -0.649 -0.418 0.309
H 7.067190 18.455550 22.070510 -0.520 0.272 -0.207 0.240
C -7.063680 18.320210 21.428760 0.135 0.202 -0.739 -0.899
N -7.729800 19.627840 21.529320 0.163 0.007 -0.826 0.098
C -6.812360 20.768160 21.757140 -0.639 -1.036 0.944 -0.875
C -9.096550 19.741690 21.462590 -0.068 0.359 1.390 0.159
O -9.794150 20.626800 21.960310 1.204 -0.824 -1.230 -0.580
H -7.573660 17.514070 20.901350 -0.841 0.492 -0.165 0.307
H -6.819330 17.849500 22.381030 0.228 0.502 0.296 0.319
H -6.175750 18.470700 20.814740 0.325 -0.084 0.339 0.295
H -6.444770 20.612080 22.771350 0.107 0.684 0.244 0.328
H -5.922060 20.718730 21.130230 -0.296 -0.120 -0.425 0.293
H -7.332580 21.719090 21.642270 0.005 -0.223 0.122 0.295
H -9.506420 18.842520 20.977100 -0.324 0.033 0.055 0.261
```
Positions in Å, forces in eV/Å.

## Properties
SMILES: COCCOCCOC.COCCOCCOC.COCCOCCOC.COCCOCCOC.COCCOCCOC.COCCOCCOC.COCCOCCOC.COCCOCCOC.CN(C)C=O.CN(C)C=O.CN(C)C=O.CN(C)C=O
total charge: 0
E_HOMO: -9.187 eV
LUMO energy: 0.35 eV
M: 1365.8 g/mol
multiplicity: 1
electronic energy: -127756.0252 eV